1.
# F2K2NO4S2

A structure of composition F2K2NO4S2 in a non-equilibrium geometry (ωB97M-V/def2-TZVPD, the Open Molecules 2025 dataset).

Cartesian coordinates (Å):
K -1.30 2.56 3.38
K 0.59 -3.16 -0.88
N -0.45 -0.72 -0.13
S 0.63 -0.04 0.85
O 0.08 0.87 1.81
O 1.88 0.25 0.26
F 0.89 -1.35 1.69
S -0.44 0.27 -1.43
O 0.49 -0.19 -2.41
O -0.54 1.64 -1.11
F -1.84 -0.12 -2.03

Values from the calculation:
**Total charge**: +1
**Highest occupied orbital energy**: -13.05 eV
**LUMO level**: -3.55 eV
**Electronic energy**: -2551.561916 Eh
**ΔE to the lowest compared entry with this formula, charge and spin**: 0.00 kcal/mol

***

2.
# F2Li3Sr

A structure of composition F2Li3Sr in a non-equilibrium geometry (ωB97M-V/def2-TZVPD, the Open Molecules 2025 dataset).

Cartesian coordinates (Å):
Sr 12.65 -25.39 3.54
Li 7.82 -26.19 3.66
Li 9.94 -23.74 1.50
Li 9.93 -27.86 4.00
F 9.55 -28.11 2.10
F 9.92 -25.55 3.11

Values from the calculation:
**Total charge**: +3
**Highest occupied orbital energy**: -19.68 eV
**LUMO level**: -13.80 eV
**Electronic energy**: -252.027983 Eh

***

3.
# F2Li5

A structure of composition F2Li5 in a non-equilibrium geometry (ωB97M-V/def2-TZVPD, the Open Molecules 2025 dataset).

Cartesian coordinates (Å):
Li -1.12 2.22 -1.05
Li 2.81 0.78 2.69
Li -2.54 0.25 3.60
Li 2.18 -1.17 -2.68
Li -1.75 -2.42 0.24
F 0.00 0.75 -3.28
F 0.42 -0.40 0.48

Values from the calculation:
**Total charge**: +3
**Highest occupied orbital energy**: -16.29 eV
**LUMO level**: -11.58 eV
**Electronic energy**: -236.388377 Eh
**ΔE to the lowest compared entry with this formula, charge and spin**: 62.50 kcal/mol

***

4.
# F2Mg3

A structure of composition F2Mg3 in a non-equilibrium geometry (ωB97M-V/def2-TZVPD, the Open Molecules 2025 dataset).

Cartesian coordinates (Å):
Mg -1.49 0.65 -1.61
Mg -0.12 -2.38 -0.10
Mg 1.75 0.39 0.92
F -0.55 -0.46 -0.39
F 0.41 1.80 1.18

Values from the calculation:
**Total charge**: +4
**Highest occupied orbital energy**: -27.74 eV
**LUMO level**: -21.57 eV
**Electronic energy**: -798.065656 Eh
**ΔE to the lowest compared entry with this formula, charge and spin**: 68.84 kcal/mol

***

5.
# F2NO

The ion F2NO with charge +1 in a non-equilibrium geometry (ωB97M-V/def2-TZVPD, the Open Molecules 2025 dataset).

Cartesian coordinates (Å):
O -1.41 0.03 -0.01
N 0.21 -0.04 0.06
F 0.68 1.10 -0.02
F 0.82 -1.09 -0.01

Values from the calculation:
**Total charge**: +1
**Structure (SMILES)**: O=[N+](F)F
**Highest occupied orbital energy (alpha / beta)**: -20.37 / -20.37 eV
**LUMO level (alpha / beta)**: -11.46 / -11.46 eV
**Electronic energy**: -328.976045 Eh
**ΔE to the lowest compared entry with this formula, charge and spin**: 104.13 kcal/mol

***

6.
# F2NO2S

The ion F2NO2S with charge -1 in a non-equilibrium geometry (ωB97M-V/def2-TZVPD, the Open Molecules 2025 dataset).

Cartesian coordinates (Å):
O -0.92 0.72 1.34
S -0.42 -0.10 0.24
F -1.97 -0.16 -1.01
F 0.11 0.91 -1.01
N 1.29 -0.38 0.64
O 1.92 -0.99 -0.21

Values from the calculation:
**Total charge**: -1
**Structure (SMILES)**: O=S(F)(F)=N[O-]
**Highest occupied orbital energy (alpha / beta)**: -4.08 / -3.83 eV
**LUMO level (alpha / beta)**: 3.46 / 3.82 eV
**Electronic energy**: -803.097118 Eh
**ΔE to the lowest compared entry with this formula, charge and spin**: 15.38 kcal/mol

***

7.
# F2Sr4

A structure of composition F2Sr4 in a non-equilibrium geometry (ωB97M-V/def2-TZVPD, the Open Molecules 2025 dataset).

Cartesian coordinates (Å):
Sr 2.36 -0.49 0.06
Sr -1.45 -0.83 -2.54
Sr 0.16 3.06 -1.05
Sr -1.66 -0.80 1.76
F -0.25 0.45 -0.13
F 0.83 -1.39 1.90

Values from the calculation:
**Total charge**: +5
**Highest occupied orbital energy (alpha / beta)**: -23.42 / -28.13 eV
**<S²>**: 0.75
**LUMO level (alpha / beta)**: -18.37 / -19.21 eV
**Spin multiplicity**: 2
**Electronic energy**: -320.419316 Eh

***

8.
# F3H6HfO3

A structure of composition F3H6HfO3 in a non-equilibrium geometry (ωB97M-V/def2-TZVPD, the Open Molecules 2025 dataset).

Cartesian coordinates (Å):
Hf -2.29 1.39 -1.24
F -1.44 3.05 0.36
F -0.46 0.39 -0.14
F -3.21 -0.58 -0.21
O 0.40 -0.45 2.44
H 1.30 -0.22 2.25
H -0.06 -0.35 1.61
O 2.14 0.86 -1.09
H 2.00 1.75 -1.41
H 1.31 0.62 -0.67
O -0.18 -2.41 -0.70
H 0.72 -2.60 -0.45
H -0.23 -1.46 -0.75

Values from the calculation:
**Total charge**: +1
**Highest occupied orbital energy**: -13.68 eV
**LUMO level**: -10.50 eV
**Electronic energy**: -576.426195 Eh

***

Copy entry 8 word for word.
# F3H6HfO3

A structure of composition F3H6HfO3 in a non-equilibrium geometry (ωB97M-V/def2-TZVPD, the Open Molecules 2025 dataset).

Cartesian coordinates (Å):
Hf -2.29 1.39 -1.24
F -1.44 3.05 0.36
F -0.46 0.39 -0.14
F -3.21 -0.58 -0.21
O 0.40 -0.45 2.44
H 1.30 -0.22 2.25
H -0.06 -0.35 1.61
O 2.14 0.86 -1.09
H 2.00 1.75 -1.41
H 1.31 0.62 -0.67
O -0.18 -2.41 -0.70
H 0.72 -2.60 -0.45
H -0.23 -1.46 -0.75

Values from the calculation:
**Total charge**: +1
**Highest occupied orbital energy**: -13.68 eV
**LUMO level**: -10.50 eV
**Electronic energy**: -576.426195 Eh

***

What did the second record say?
# F2Li3Sr

A structure of composition F2Li3Sr in a non-equilibrium geometry (ωB97M-V/def2-TZVPD, the Open Molecules 2025 dataset).

Cartesian coordinates (Å):
Sr 12.65 -25.39 3.54
Li 7.82 -26.19 3.66
Li 9.94 -23.74 1.50
Li 9.93 -27.86 4.00
F 9.55 -28.11 2.10
F 9.92 -25.55 3.11

Values from the calculation:
**Total charge**: +3
**Highest occupied orbital energy**: -19.68 eV
**LUMO level**: -13.80 eV
**Electronic energy**: -252.027983 Eh